Record 1
An isolated molecule of C5H8N2 in a non-equilibrium geometry. Source: OMol25; level of theory: ωB97M-V/def2-TZVPD.

```
15
Properties=species:S:1:pos:R:3:mulliken_charge:R:1
C 1.83 -0.03 1.14 -0.315
N 0.59 0.24 1.17 -0.533
C -0.25 -0.36 0.14 0.495
C -1.61 -0.72 0.71 -1.481
C -0.37 0.69 -0.99 -0.602
C 0.89 0.81 -1.72 0.187
N 1.92 0.86 -2.26 -0.419
H 2.50 0.47 1.84 0.271
H 2.28 -0.74 0.43 0.257
H 0.22 -1.27 -0.29 0.410
H -2.07 0.16 1.18 0.332
H -1.51 -1.49 1.48 0.367
H -2.28 -1.09 -0.07 0.372
H -0.61 1.66 -0.54 0.330
H -1.17 0.42 -1.69 0.330
```

Highest occupied orbital energy in Ha: -0.3742
Gap between HOMO and LUMO in hartree: 0.410
Net charge: 0
SMILES: C=N[C@@H](C)CC#N
Lowest unoccupied orbital energy in eV: 0.965



Record 2
A cluster of 2 separate species, C5H8N2O2S2 in total in a non-equilibrium geometry. Source: OMol25; level of theory: ωB97M-V/def2-TZVPD.

```
19
Properties=species:S:1:pos:R:3:mulliken_charge:R:1
C -1.02 -2.22 -0.12 -0.912
C -1.46 -0.81 0.01 1.027
C -1.06 0.38 -0.20 -0.700
S -0.64 2.03 -0.49 1.021
N -0.26 2.55 1.04 -0.409
O 0.28 1.78 -1.51 -0.517
O -1.88 2.68 -0.77 -0.614
S -2.97 0.01 0.43 -0.293
H 0.09 -2.25 -0.08 0.276
H -1.22 -2.78 0.82 0.304
H -1.54 -2.74 -0.91 0.304
H -0.28 3.46 1.44 0.266
H 0.61 2.09 1.25 0.280
C 3.90 -0.10 -1.28 -0.930
C 2.81 0.19 -0.37 0.405
N 1.90 0.36 0.30 -0.389
H 4.55 0.76 -1.44 0.297
H 4.58 -0.88 -0.82 0.293
H 3.62 -0.42 -2.23 0.291
```

Highest occupied orbital energy in Ha: -0.2806
Gap between HOMO and LUMO in hartree: 0.297
Net charge: 0
SMILES: CC1=C(S(N)(=O)=O)S1.CC#N
Lowest unoccupied orbital energy in eV: 0.445



Record 3
An isolated molecule of C17H15FN4O3 in a non-equilibrium geometry. Source: OMol25; level of theory: ωB97M-V/def2-TZVPD.

```
40
Properties=species:S:1:pos:R:3:mulliken_charge:R:1
C -0.43 -2.18 2.97 -1.414
C -1.14 -1.66 1.73 0.112
O -0.62 -2.37 0.62 -0.413
C -0.88 -1.83 -0.61 0.341
C -2.29 -1.82 -1.18 -0.224
C -2.62 -1.19 -2.39 -0.672
C -1.44 -0.54 -2.98 0.623
N -1.39 0.16 -4.07 -0.774
C -0.11 0.67 -4.10 -0.536
C 0.53 0.31 -2.92 0.460
N -0.24 -0.60 -2.37 0.678
N 0.03 -1.33 -1.29 -1.125
C 1.81 0.78 -2.43 0.655
O 2.34 1.62 -3.06 -0.579
N 1.93 1.07 -1.12 0.016
C 3.11 0.68 -0.26 -0.610
C 2.86 0.11 1.16 -0.592
O 1.51 -0.36 1.34 -0.325
C 0.47 0.46 1.56 0.314
C 0.57 1.82 1.60 -0.169
C -0.57 2.62 1.57 -0.689
C -1.83 2.05 1.55 0.098
F -2.95 2.84 1.61 -0.339
C -1.97 0.65 1.49 -0.921
C -0.85 -0.17 1.62 0.844
H -0.89 -1.75 3.91 0.337
H -0.39 -3.26 3.04 0.421
H 0.64 -1.79 2.96 0.223
H -2.22 -1.87 1.72 0.451
H -3.08 -2.17 -0.46 0.318
H -3.58 -0.99 -2.87 0.443
H 0.34 1.03 -4.95 0.510
H 1.03 0.77 -0.69 0.110
H 3.87 0.04 -0.74 0.337
H 3.63 1.66 -0.02 0.234
H 3.12 0.86 1.90 0.393
H 3.65 -0.62 1.38 0.422
H 1.59 2.24 1.58 0.251
H -0.50 3.68 1.60 0.476
H -3.03 0.38 1.61 0.314
```

Highest occupied orbital energy in Ha: -0.3200
Gap between HOMO and LUMO in hartree: 0.319
Net charge: 0
SMILES: C[C@@H]1Oc2ccc3ncc(n3n2)C(=O)NCCOc2ccc(F)cc21
Lowest unoccupied orbital energy in eV: -0.019



Repeat the second record exactly.
A cluster of 2 separate species, C5H8N2O2S2 in total in a non-equilibrium geometry. Source: OMol25; level of theory: ωB97M-V/def2-TZVPD.

```
19
Properties=species:S:1:pos:R:3:mulliken_charge:R:1
C -1.02 -2.22 -0.12 -0.912
C -1.46 -0.81 0.01 1.027
C -1.06 0.38 -0.20 -0.700
S -0.64 2.03 -0.49 1.021
N -0.26 2.55 1.04 -0.409
O 0.28 1.78 -1.51 -0.517
O -1.88 2.68 -0.77 -0.614
S -2.97 0.01 0.43 -0.293
H 0.09 -2.25 -0.08 0.276
H -1.22 -2.78 0.82 0.304
H -1.54 -2.74 -0.91 0.304
H -0.28 3.46 1.44 0.266
H 0.61 2.09 1.25 0.280
C 3.90 -0.10 -1.28 -0.930
C 2.81 0.19 -0.37 0.405
N 1.90 0.36 0.30 -0.389
H 4.55 0.76 -1.44 0.297
H 4.58 -0.88 -0.82 0.293
H 3.62 -0.42 -2.23 0.291
```

Highest occupied orbital energy in Ha: -0.2806
Gap between HOMO and LUMO in hartree: 0.297
Net charge: 0
SMILES: CC1=C(S(N)(=O)=O)S1.CC#N
Lowest unoccupied orbital energy in eV: 0.445